Record 1
{
  "formula": "C28H31N4",
  "method": "the ωB97M-V functional and the def2-TZVPD basis",
  "species": ["C", "N", "C", "C", "C", "C", "C", "C", "C", "C", "C", "C", "C", "C", "C", "C", "C", "N", "C", "C", "C", "C", "C", "C", "C", "C", "C", "C", "C", "H", "H", "H", "H", "H", "H", "H", "H", "H", "H", "H", "H", "H", "H", "H", "H", "H", "H", "H", "H", "H", "H", "H", "H", "H", "C", "N", "N", "H", "H", "H", "H", "H", "H"],
  "positions_angstrom": [[-5.540, 0.060, 0.996], [-5.073, -0.228, 2.361], [-5.583, -1.421, 2.949], [-5.255, -2.655, 2.361], [-5.788, -3.834, 2.873], [-6.684, -3.788, 3.949], [-7.040, -2.556, 4.513], [-6.478, -1.374, 4.031], [-3.783, 0.245, 2.701], [-3.596, 0.992, 3.882], [-2.350, 1.504, 4.193], [-1.205, 1.216, 3.388], [0.080, 1.674, 3.817], [1.343, 1.094, 3.535], [2.530, 1.759, 3.984], [3.782, 1.298, 3.644], [3.921, 0.165, 2.816], [5.212, -0.240, 2.400], [5.623, 0.164, 1.045], [5.750, -1.454, 2.908], [5.431, -2.669, 2.286], [5.934, -3.860, 2.807], [6.796, -3.832, 3.912], [7.154, -2.611, 4.500], [6.616, -1.423, 4.015], [2.768, -0.508, 2.376], [1.517, -0.108, 2.789], [-1.434, 0.508, 2.168], [-2.681, 0.016, 1.848], [-5.176, 1.054, 0.710], [-5.178, -0.693, 0.282], [-6.637, 0.045, 0.997], [-4.578, -2.670, 1.504], [-5.507, -4.788, 2.427], [-7.112, -4.712, 4.343], [-7.758, -2.514, 5.331], [-6.730, -0.402, 4.458], [-4.462, 1.155, 4.524], [-2.219, 2.096, 5.100], [0.111, 2.477, 4.553], [2.434, 2.672, 4.579], [4.692, 1.786, 3.987], [6.671, -0.122, 0.895], [5.001, -0.322, 0.277], [5.519, 1.254, 0.960], [4.778, -2.669, 1.411], [5.654, -4.807, 2.348], [7.203, -4.763, 4.310], [7.849, -2.584, 5.339], [6.861, -0.454, 4.456], [2.893, -1.363, 1.702], [0.650, -0.702, 2.517], [-0.609, 0.361, 1.468], [-2.834, -0.598, 0.950], [1.403, 6.437, 3.543], [0.871, 5.377, 4.388], [-0.241, 4.762, 3.747], [2.372, 6.722, 3.952], [1.535, 6.041, 2.536], [0.739, 7.310, 3.501], [0.538, 5.732, 5.278], [0.110, 4.356, 2.881], [-0.624, 4.045, 4.351]],
  "homo_lumo_gap_ha": 0.185,
  "homo_energy_ev": -10.402,
  "charge": 1,
  "lumo_energy_ev": -5.4
}

***

Record 2
{
  "formula": "C10H15NO",
  "method": "the ωB97M-V functional and the def2-TZVPD basis",
  "species": ["C", "C", "C", "O", "N", "H", "H", "H", "H", "H", "H", "H", "C", "C", "C", "C", "C", "C", "C", "H", "H", "H", "H", "H", "H", "H", "H"],
  "positions_angstrom": [[-1.947, 1.311, -0.190], [-1.191, 2.275, 0.752], [-2.290, 1.832, -1.558], [-3.413, 2.119, -1.919], [-1.190, 2.305, -2.254], [-1.293, 0.438, -0.319], [-2.847, 0.967, 0.320], [-0.298, 2.655, 0.253], [-1.415, 2.642, -3.162], [-0.308, 1.796, -2.219], [-0.789, 1.649, 1.538], [-1.813, 3.079, 1.115], [-0.078, -2.235, -1.123], [1.861, -0.749, -0.247], [0.796, -1.640, -0.075], [2.767, -0.433, 0.830], [0.582, -2.142, 1.212], [2.489, -0.920, 2.053], [1.334, -1.738, 2.341], [2.105, -0.474, -1.269], [3.643, 0.161, 0.600], [-0.053, -3.312, -1.336], [0.215, -1.891, -2.132], [-0.074, -2.986, 1.434], [3.080, -0.668, 2.938], [1.256, -2.065, 3.367], [-1.129, -1.978, -0.951]],
  "homo_lumo_gap_ha": [0.107, 0.275],
  "homo_energy_ev": [0.670, -4.099],
  "s_squared": 0.76,
  "charge": -1,
  "lumo_energy_ev": [3.6, 3.4],
  "spin_multiplicity": 2
}

***

Record 3
{
  "formula": "C26H53B3O8",
  "method": "the ωB97M-V functional and the def2-TZVPD basis",
  "species": ["C", "C", "C", "C", "C", "C", "C", "O", "B", "O", "B", "O", "B", "C", "O", "C", "C", "C", "C", "C", "C", "O", "H", "H", "H", "H", "H", "H", "H", "H", "H", "H", "H", "H", "H", "H", "H", "H", "H", "H", "H", "H", "H", "H", "H", "C", "C", "O", "C", "C", "H", "H", "H", "H", "H", "H", "H", "H", "H", "H", "C", "C", "O", "C", "C", "H", "H", "H", "H", "H", "H", "H", "H", "H", "H", "C", "C", "O", "C", "C", "H", "H", "H", "H", "H", "H", "H", "H", "H", "H"],
  "positions_angstrom": [[-0.528, -9.218, -2.096], [-0.188, -9.961, -3.447], [1.354, -9.776, -3.834], [-1.171, -9.679, -4.650], [-1.627, -8.184, -4.847], [-2.910, -7.853, -3.949], [-0.486, -7.113, -4.732], [-1.038, -5.818, -5.074], [-0.839, -4.878, -4.067], [-1.750, -4.721, -2.972], [-1.052, -5.070, -1.795], [0.314, -4.723, -1.722], [0.681, -3.771, -2.718], [1.616, -2.543, -2.230], [0.866, -1.399, -1.765], [0.468, -1.541, -0.433], [-0.960, -1.656, -0.139], [-1.414, -1.848, 1.236], [-0.418, -1.914, 2.310], [1.017, -1.781, 2.025], [1.460, -1.605, 0.651], [0.258, -3.961, -4.055], [0.432, -9.170, -1.503], [-0.871, -8.161, -2.207], [-1.302, -9.743, -1.471], [-0.281, -11.066, -3.220], [1.555, -8.833, -4.394], [1.629, -10.698, -4.425], [1.955, -9.863, -2.884], [-0.620, -9.989, -5.590], [-2.064, -10.362, -4.596], [-2.011, -8.111, -5.908], [-3.819, -8.119, -4.558], [-2.950, -8.462, -3.012], [-2.999, -6.767, -3.705], [0.260, -7.352, -5.548], [0.093, -7.133, -3.773], [-1.606, -5.628, -0.913], [2.274, -2.179, -3.071], [2.319, -2.973, -1.460], [-1.714, -1.610, -0.955], [-2.491, -1.946, 1.490], [-0.695, -2.070, 3.380], [1.783, -1.842, 2.828], [2.534, -1.502, 0.350], [0.704, 2.027, 3.766], [0.135, 1.217, 4.917], [1.122, 0.505, 5.653], [2.128, 1.289, 6.273], [1.589, 2.290, 7.280], [1.259, 1.382, 3.081], [-0.100, 2.517, 3.213], [1.389, 2.803, 4.113], [-0.549, 0.467, 4.515], [-0.457, 1.846, 5.590], [2.741, 1.787, 5.513], [2.788, 0.588, 6.790], [0.930, 3.024, 6.813], [2.410, 2.833, 7.753], [1.012, 1.780, 8.055], [-1.801, 6.266, 0.381], [-1.750, 5.161, 1.420], [-0.549, 5.150, 2.178], [-0.269, 6.320, 2.932], [-1.334, 6.650, 3.963], [-0.953, 6.187, -0.303], [-2.725, 6.200, -0.198], [-1.764, 7.257, 0.836], [-1.801, 4.195, 0.914], [-2.618, 5.206, 2.088], [-0.095, 7.168, 2.260], [0.677, 6.134, 3.445], [-2.301, 6.856, 3.501], [-1.044, 7.532, 4.538], [-1.472, 5.812, 4.651], [1.546, 11.202, 0.059], [0.817, 9.911, 0.387], [-0.057, 9.473, -0.642], [0.541, 9.196, -1.899], [1.597, 8.106, -1.846], [0.833, 11.999, -0.161], [2.168, 11.511, 0.902], [2.195, 11.094, -0.812], [0.193, 10.072, 1.269], [1.522, 9.115, 0.649], [0.945, 10.115, -2.336], [-0.268, 8.872, -2.558], [2.438, 8.383, -1.207], [1.989, 7.908, -2.845], [1.173, 7.182, -1.445]],
  "homo_lumo_gap_ha": 0.340,
  "homo_energy_ev": -8.629,
  "charge": 0,
  "lumo_energy_ev": 0.6
}

***

Record 4
{
  "formula": "H20O10",
  "method": "the ωB97M-V functional and the def2-TZVPD basis",
  "species": ["O", "H", "H", "O", "H", "H", "O", "H", "H", "O", "H", "H", "O", "H", "H", "O", "H", "H", "O", "H", "H", "O", "H", "H", "O", "H", "H", "O", "H", "H"],
  "positions_angstrom": [[0.425, -0.224, 0.139], [0.714, 0.619, 0.488], [-0.334, -0.011, -0.404], [-0.273, -0.505, -2.652], [-0.402, 0.422, -2.450], [-0.764, -0.644, -3.462], [-1.378, 1.302, -1.632], [-1.191, 1.781, -0.824], [-1.912, 1.904, -2.150], [-0.312, -1.774, 1.603], [0.341, -1.295, 2.114], [-0.330, -1.327, 0.757], [-1.892, -0.518, -0.282], [-2.246, 0.026, -0.985], [-1.588, -1.312, -0.723], [1.912, -0.376, 2.664], [2.093, 0.362, 2.083], [1.227, -0.056, 3.252], [1.728, 1.213, 1.112], [2.658, 1.333, 0.917], [1.537, 1.869, 1.782], [2.184, -1.294, 0.535], [1.457, -0.833, 0.117], [1.991, -1.249, 1.471], [-1.013, -2.179, -1.586], [-0.670, -1.347, -1.912], [-0.341, -2.822, -1.813], [-1.097, 2.362, 0.241], [-1.532, 2.992, 0.816], [-0.990, 1.579, 0.781]],
  "homo_lumo_gap_ha": 0.282,
  "homo_energy_ev": -8.405,
  "charge": 0,
  "lumo_energy_ev": -0.7
}

***

Record 5
{
  "formula": "C4H7NO",
  "method": "the ωB97M-V functional and the def2-TZVPD basis",
  "species": ["O", "C", "C", "N", "C", "C", "H", "H", "H", "H", "H", "H", "H"],
  "positions_angstrom": [[-0.157, 1.517, -1.539], [0.394, 0.399, -0.905], [1.052, 0.412, 0.491], [0.520, -0.970, 0.743], [-0.898, -0.764, 0.978], [-0.432, -0.774, -0.426], [-1.020, 1.700, -1.154], [1.135, -0.001, -1.602], [0.642, 1.154, 1.188], [2.142, 0.460, 0.513], [-1.222, 0.125, 1.517], [-1.398, -1.682, 1.280], [-0.758, -1.576, -1.084]],
  "homo_lumo_gap_ha": 0.384,
  "homo_energy_ev": -9.570,
  "charge": 0,
  "lumo_energy_ev": 0.9
}

***

Record 6
{
  "formula": "C5H13N2",
  "method": "the ωB97M-V functional and the def2-TZVPD basis",
  "species": ["C", "C", "N", "C", "C", "C", "N", "H", "H", "H", "H", "H", "H", "H", "H", "H", "H", "H", "H", "H"],
  "positions_angstrom": [[-0.216, -1.811, -1.635], [-0.673, -0.704, -0.631], [-0.873, 0.580, -1.384], [0.275, -0.930, 0.638], [1.097, 0.019, 1.406], [1.134, 1.381, 1.536], [0.065, 2.239, 1.041], [-0.950, -2.378, -2.257], [0.133, -2.692, -1.114], [0.576, -1.415, -2.277], [-1.701, -0.879, -0.240], [-0.317, 0.636, -2.229], [-1.826, 0.570, -1.757], [0.841, -1.834, 0.365], [-0.444, -1.320, 1.403], [1.649, -0.521, 2.170], [1.757, 1.739, 2.346], [0.083, 3.159, 1.513], [-0.808, 1.698, 1.052], [0.199, 2.464, 0.054]],
  "homo_lumo_gap_ha": 0.376,
  "homo_energy_ev": -13.648,
  "charge": 1,
  "lumo_energy_ev": -3.4
}